Molecular formula: C72H183N13O23
Method: DFT, ωB97M-V/def2-TZVPD

Electronic energy in eV: -144076.9912
Highest occupied orbital energy in eV: -8.3
Maximum force in eV/A: 3.4

Geometry (Å):
C 2.168 -4.916 -3.516
C 0.806 -5.545 -3.909
C 0.937 -6.179 -5.295
O 1.152 -5.059 -6.226
C 1.320 -5.507 -7.559
N 0.297 -6.614 -3.060
H 2.433 -4.011 -4.162
H 2.969 -5.663 -3.622
H 2.188 -4.517 -2.494
H 0.061 -4.707 -4.055
H -0.031 -6.693 -5.407
H 1.733 -6.920 -5.360
H 1.883 -4.699 -8.059
H 0.357 -5.733 -8.080
H 1.903 -6.448 -7.540
H -0.053 -6.386 -2.152
H 0.999 -7.301 -3.000
C -4.242 -5.019 0.957
C -3.650 -4.617 -0.398
C -3.068 -5.809 -1.143
O -2.036 -6.431 -0.505
C -2.098 -7.914 -0.544
N -4.586 -3.851 -1.152
H -3.465 -5.387 1.605
H -5.038 -5.801 0.758
H -4.720 -4.077 1.330
H -2.793 -3.896 -0.182
H -2.597 -5.434 -2.078
H -3.923 -6.449 -1.451
H -3.092 -8.213 -0.187
H -1.293 -8.241 0.133
H -2.032 -8.282 -1.591
H -4.234 -3.421 -1.950
H -4.989 -3.204 -0.520
C -7.285 -1.981 2.490
C -5.949 -1.237 2.798
C -5.525 -0.359 1.595
O -4.940 -1.216 0.608
C -4.152 -0.468 -0.324
N -6.071 -0.441 4.057
H -7.244 -2.507 1.486
H -8.041 -1.198 2.582
H -7.542 -2.704 3.256
H -5.134 -1.992 2.944
H -4.767 0.353 1.986
H -6.320 0.132 1.074
H -3.559 -1.108 -0.994
H -3.540 0.288 0.109
H -4.908 0.048 -0.909
H -6.601 0.415 3.855
H -5.173 -0.048 4.288
C 1.926 -0.185 2.345
O 2.571 -0.336 3.570
C 3.134 -1.694 3.642
C 2.920 -2.199 5.037
N 3.809 -1.587 5.948
C 3.735 -2.108 7.341
C 5.001 -1.516 7.999
O 4.967 -0.107 7.862
C 6.063 0.678 8.258
H 1.167 -1.011 2.173
H 2.623 -0.222 1.535
H 1.349 0.754 2.422
H 4.201 -1.634 3.401
H 2.599 -2.216 2.872
H 2.963 -3.306 5.140
H 1.891 -1.932 5.260
H 3.635 -0.597 5.926
H 3.753 -3.209 7.363
H 2.751 -1.729 7.771
H 5.889 -1.934 7.531
H 5.114 -1.761 9.061
H 5.921 1.465 7.519
H 6.987 0.154 8.190
H 5.912 1.057 9.258
C 0.107 -7.075 1.984
O 0.932 -6.412 2.953
C 0.610 -6.599 4.345
C -0.247 -5.398 4.834
N -0.314 -5.384 6.315
C 0.644 -4.514 7.036
C 0.345 -4.393 8.557
O -0.944 -3.933 8.748
C -1.221 -3.686 10.114
H -0.954 -6.836 2.006
H 0.085 -8.130 2.240
H 0.458 -6.912 0.979
H 1.559 -6.617 4.897
H 0.162 -7.577 4.602
H -1.312 -5.426 4.533
H 0.213 -4.487 4.483
H -1.263 -5.053 6.546
H 0.688 -3.460 6.590
H 1.649 -4.886 7.014
H 1.075 -3.750 9.082
H 0.452 -5.389 9.052
H -0.675 -2.850 10.475
H -0.946 -4.617 10.612
H -2.299 -3.582 10.142
C 5.442 7.992 0.148
O 4.531 8.261 -0.940
C 5.261 8.437 -2.107
C 4.357 8.448 -3.310
N 3.565 7.218 -3.551
C 2.782 7.262 -4.805
C 2.539 5.865 -5.321
O 3.769 5.519 -5.913
C 4.395 4.357 -5.250
H 5.992 7.019 -0.037
H 4.886 7.855 1.073
H 6.169 8.817 0.178
H 5.967 7.592 -2.234
H 5.897 9.386 -2.113
H 4.888 8.631 -4.227
H 3.699 9.361 -3.137
H 2.877 7.126 -2.801
H 3.401 7.706 -5.605
H 1.862 7.860 -4.685
H 1.732 5.848 -6.132
H 2.359 5.154 -4.507
H 4.384 4.499 -4.180
H 5.448 4.342 -5.637
H 3.826 3.483 -5.562
C 3.930 1.889 -0.347
O 4.599 1.170 -1.312
C 5.997 1.085 -1.381
C 6.557 -0.009 -0.457
N 6.051 -1.353 -0.772
C 5.003 -1.781 0.074
C 4.699 -3.279 -0.003
O 4.014 -3.633 1.213
C 3.308 -4.826 1.020
H 4.181 2.963 -0.419
H 4.141 1.662 0.709
H 2.906 1.724 -0.579
H 6.291 2.066 -0.964
H 6.259 0.917 -2.453
H 6.375 0.251 0.598
H 7.650 -0.037 -0.511
H 6.784 -2.030 -0.697
H 4.022 -1.258 -0.126
H 5.257 -1.583 1.138
H 5.645 -3.811 0.018
H 4.060 -3.481 -0.931
H 3.977 -5.627 0.669
H 2.521 -4.738 0.213
H 2.801 -5.197 1.951
C -2.680 5.169 7.258
O -3.436 5.912 6.332
C -2.877 5.763 5.048
C -3.791 6.447 4.083
N -4.867 5.623 3.554
C -4.418 4.511 2.735
C -4.107 5.010 1.298
O -3.885 3.874 0.506
C -3.496 4.268 -0.777
H -1.630 5.409 7.188
H -2.831 4.094 7.193
H -2.972 5.635 8.208
H -2.744 4.690 4.835
H -1.954 6.295 4.961
H -3.261 6.864 3.191
H -4.304 7.293 4.580
H -5.558 5.396 4.275
H -5.256 3.768 2.712
H -3.531 3.987 3.197
H -3.267 5.708 1.321
H -5.003 5.516 0.947
H -3.286 3.424 -1.400
H -2.653 5.021 -0.796
H -4.323 4.845 -1.236
C -0.759 -3.328 1.446
O -0.497 -2.388 0.412
C 0.677 -2.733 -0.303
C 0.987 -1.770 -1.458
N 0.993 -0.387 -0.927
C -0.427 0.087 -1.039
C -0.485 1.598 -1.144
O 0.111 1.989 -2.387
C 0.281 3.350 -2.587
H -0.753 -4.367 1.076
H -1.812 -3.192 1.825
H -0.025 -3.215 2.244
H 0.540 -3.753 -0.655
H 1.503 -2.654 0.386
H 0.305 -1.865 -2.280
H 1.984 -1.984 -1.839
H 1.582 0.168 -1.500
H -0.913 -0.233 -0.173
H -0.837 -0.459 -1.903
H 0.175 1.987 -0.355
H -1.505 2.013 -0.956
H -0.712 3.785 -2.881
H 1.036 3.455 -3.416
H 0.743 3.957 -1.769
C -2.754 6.613 -3.587
O -1.669 6.767 -2.759
C -0.633 7.605 -3.203
C 0.198 7.787 -2.023
N 0.823 6.550 -1.645
C 1.395 6.550 -0.318
C 1.907 5.123 0.055
O 0.888 4.187 0.372
C -0.119 4.516 1.249
H -3.196 7.543 -3.874
H -3.468 5.975 -3.098
H -2.522 6.117 -4.530
H -1.112 8.456 -3.659
H -0.082 7.148 -4.032
H -0.369 8.327 -1.251
H 1.058 8.472 -2.257
H 0.160 5.803 -1.733
H 0.743 6.976 0.513
H 2.318 7.167 -0.311
H 2.594 5.219 0.901
H 2.408 4.747 -0.853
H 0.318 4.739 2.254
H -0.724 3.639 1.279
H -0.684 5.408 0.915
C -4.719 -5.290 4.431
O -3.783 -4.448 5.093
C -4.548 -3.311 5.684
C -3.583 -2.347 6.398
N -3.118 -1.200 5.599
C -2.411 -1.683 4.366
C -1.790 -0.589 3.609
O -2.723 0.249 2.924
C -2.162 1.463 2.499
H -5.277 -5.985 5.114
H -4.137 -5.920 3.732
H -5.440 -4.644 3.851
H -5.284 -3.802 6.301
H -5.059 -2.801 4.864
H -2.751 -2.988 6.735
H -4.042 -1.980 7.324
H -2.436 -0.677 6.124
H -3.144 -2.107 3.696
H -1.640 -2.368 4.637
H -1.010 -0.988 2.854
H -1.187 0.016 4.317
H -1.069 1.360 2.213
H -2.226 2.184 3.325
H -2.778 1.838 1.672
C -2.403 -3.220 -3.856
O -2.587 -1.930 -3.387
C -3.271 -1.096 -4.308
C -2.769 0.354 -4.053
N -3.468 1.150 -4.992
C -2.852 2.431 -5.425
C -1.454 2.284 -5.851
O -1.108 3.501 -6.499
C 0.070 3.378 -7.237
H -2.297 -3.206 -4.945
H -3.347 -3.832 -3.636
H -1.591 -3.754 -3.385
H -2.990 -1.391 -5.350
H -4.357 -1.179 -4.221
H -2.884 0.714 -3.019
H -1.711 0.336 -4.287
H -4.482 1.129 -4.847
H -3.505 2.737 -6.269
H -2.945 3.171 -4.650
H -0.751 2.225 -5.010
H -1.368 1.389 -6.547
H -0.076 2.575 -7.994
H 0.897 3.147 -6.516
H 0.307 4.294 -7.746
C 4.770 0.814 -4.776
O 3.539 0.457 -5.335
C 2.599 0.166 -4.357
C 1.244 -0.094 -5.007
N 1.335 -1.439 -5.561
C 0.137 -1.912 -6.201
C 0.028 -1.354 -7.649
O 1.010 -1.916 -8.464
C 0.866 -1.467 -9.815
H 5.424 0.862 -5.633
H 5.193 0.068 -4.169
H 4.653 1.731 -4.147
H 2.443 1.028 -3.673
H 2.867 -0.735 -3.758
H 0.922 0.677 -5.729
H 0.510 -0.195 -4.193
H 2.034 -1.525 -6.297
H -0.776 -1.609 -5.699
H 0.125 -2.988 -6.195
H 0.103 -0.252 -7.446
H -0.978 -1.586 -8.188
H 0.744 -0.362 -9.813
H -0.064 -1.931 -10.248
H 1.731 -1.658 -10.464